Record 1
Below is a 2-piece molecular cluster, C7H15N2 overall, with properties calculated with ωB97M-V/def2-TZVPD.

* molecular weight: 127.2 g/mol
* HOMO energy: -13.109 eV
* total charge: +1
* relative energy (zero: lowest compared OMol25 entry of this formula, charge and spin): 3.466 eV

Last column: natural (NBO) charge in e.
Element x y z (Å)
C  1.01  -0.46  -0.77  0.306
C  -2.99  0.09  0.48  -0.497
C  -3.74  1.14  1.31  -0.465
C  -2.29  1.33  0.95  0.378
C  1.94  -2.38  -2.18  -0.630
C  1.83  1.10  0.98  -0.463
C  2.23  -1.27  -1.22  -0.503
N  0.96  0.53  0.07  -0.452
N  -1.16  1.74  1.14  -0.680
H  -2.75  -0.85  0.94  0.244
H  -3.33  0.13  -0.59  0.245
H  -4.26  1.87  0.71  0.245
H  -4.11  1.01  2.35  0.259
H  1.42  -3.21  -1.56  0.224
H  3.04  -2.71  -2.44  0.251
H  1.34  -2.20  -3.12  0.238
H  1.34  1.28  2.03  0.258
H  2.12  2.14  0.67  0.251
H  2.85  0.49  1.05  0.236
H  2.42  -1.87  -0.26  0.260
H  3.13  -0.63  -1.38  0.257
H  0.11  -0.81  -1.16  0.205
H  -1.09  2.58  1.71  0.380
H  0.01  0.96  0.29  0.454


Record 2
Below is C44H60BaGeIN4O4S2 as an isolated structure, with properties calculated with ωB97M-V/def2-TZVPD.

* molecular weight: 1110.0 g/mol
* HOMO energy (alpha / beta): -6.595 / -6.594 eV
* total charge: 0
* 2S+1: 2
* expectation value of S²: 0.762
* relative energy (zero: lowest compared OMol25 entry of this formula, charge and spin): 0.144 eV

Last column: Löwdin spin population.
Element x y z (Å)
Ba  0.53  0.10  0.82  0.017
C  3.11  2.51  3.01  0.000
C  3.11  1.04  3.43  0.000
C  4.16  0.27  2.63  0.000
C  3.41  0.92  4.92  0.000
O  1.85  0.48  3.09  0.000
Ge  0.36  0.15  4.22  0.000
O  0.19  -1.46  3.19  0.000
C  -0.51  -2.57  3.73  0.000
C  0.04  -2.95  5.11  0.000
C  -2.00  -2.26  3.83  0.000
C  -0.29  -3.76  2.79  0.001
O  -0.74  0.98  2.92  0.002
C  -1.69  2.02  3.04  0.000
C  -3.02  1.50  2.49  0.000
C  -1.21  3.20  2.18  0.000
C  -1.86  2.46  4.49  0.000
H  4.08  2.98  3.20  0.000
H  2.88  2.60  1.95  0.000
H  2.34  3.05  3.57  0.000
H  5.17  0.65  2.82  0.000
H  4.13  -0.79  2.90  0.000
H  3.96  0.36  1.56  0.000
H  4.41  1.30  5.12  0.000
H  2.70  1.48  5.52  0.000
H  3.37  -0.13  5.24  0.000
H  -0.15  -2.16  5.84  0.000
H  -0.42  -3.87  5.47  0.000
H  1.12  -3.10  5.05  0.000
H  -2.15  -1.41  4.51  0.000
H  -2.56  -3.11  4.22  0.000
H  -2.40  -1.99  2.85  0.000
H  0.78  -4.00  2.75  0.000
H  -0.83  -4.64  3.15  0.000
H  -0.65  -3.53  1.79  0.000
H  -2.90  1.16  1.45  0.000
H  -3.36  0.65  3.08  0.000
H  -3.79  2.27  2.51  0.000
H  -1.15  2.90  1.13  0.000
H  -1.90  4.05  2.25  0.000
H  -0.22  3.52  2.51  0.000
H  -2.18  1.61  5.11  0.000
H  -0.93  2.85  4.90  0.000
H  -2.62  3.24  4.56  0.000
C  -2.69  2.09  -3.19  0.000
C  -1.73  2.01  -2.03  0.000
N  -1.70  0.95  -1.29  0.000
N  -2.76  0.09  -1.65  0.000
C  -2.80  -1.07  -1.10  0.000
S  -1.75  -1.91  -0.01  0.001
S  -4.16  -2.12  -1.62  0.000
C  -5.34  -0.94  -2.32  0.000
C  -5.87  0.09  -1.36  0.000
C  -6.09  -0.19  -0.01  0.000
C  -6.59  0.79  0.84  0.000
C  -6.87  2.06  0.36  0.000
C  -6.65  2.35  -0.98  0.000
C  -6.15  1.37  -1.83  0.000
C  -0.84  3.17  -1.82  0.000
C  -1.27  4.43  -2.29  0.000
C  -0.53  5.58  -2.15  0.000
C  0.73  5.50  -1.54  0.000
C  1.18  4.31  -1.06  0.000
C  0.41  3.11  -1.13  0.000
O  0.89  2.03  -0.60  0.002
H  -2.68  1.15  -3.73  0.000
H  -2.42  2.88  -3.89  0.000
H  -3.72  2.24  -2.84  0.000
H  -6.15  -1.60  -2.66  0.000
H  -4.93  -0.45  -3.20  0.000
H  -5.85  -1.17  0.38  0.000
H  -6.75  0.56  1.88  0.000
H  -7.24  2.83  1.03  0.000
H  -6.86  3.34  -1.37  0.000
H  -5.98  1.60  -2.88  0.000
H  -2.25  4.51  -2.74  0.000
H  -0.92  6.52  -2.52  0.000
H  1.34  6.39  -1.44  0.000
H  2.14  4.22  -0.55  0.000
I  2.70  0.43  -2.71  0.052
C  4.14  -1.06  -2.43  0.013
C  5.30  -1.12  -3.14  -0.007
C  6.25  -2.12  -2.82  0.004
C  6.04  -3.01  -1.81  0.001
C  4.83  -2.98  -1.06  0.023
C  4.56  -3.88  0.00  -0.024
C  3.38  -3.83  0.68  0.036
C  2.38  -2.88  0.33  0.086
C  2.68  -2.01  -0.65  0.662
C  3.87  -1.99  -1.39  0.090
H  5.50  -0.40  -3.92  0.000
H  7.18  -2.15  -3.39  0.000
H  6.78  -3.76  -1.57  0.001
H  5.31  -4.61  0.26  -0.001
H  3.18  -4.52  1.49  0.006
H  1.43  -2.88  0.86  0.012
C  0.53  -3.68  -5.11  0.001
C  1.51  -3.15  -4.03  0.001
N  0.75  -2.66  -2.90  0.017
C  0.11  -3.79  -2.22  0.001
C  -0.74  -4.60  -3.22  0.000
N  -0.84  -3.77  -4.47  0.000
C  -1.37  -2.40  -4.12  0.000
C  -0.27  -1.69  -3.31  0.001
H  0.78  -4.67  -5.48  0.000
H  0.43  -3.00  -5.96  0.000
H  2.11  -2.33  -4.45  0.000
H  2.19  -3.93  -3.69  0.000
H  -0.52  -3.40  -1.42  0.000
H  0.88  -4.43  -1.78  0.000
H  -1.76  -4.77  -2.86  0.000
H  -0.30  -5.55  -3.51  0.000
H  -1.48  -4.21  -5.11  0.000
H  -2.28  -2.54  -3.55  0.000
H  -1.60  -1.89  -5.06  0.000
H  -0.70  -1.23  -2.42  0.000
H  0.22  -0.91  -3.89  0.000


Record 3
Below is C5H8OS as an isolated structure, with properties calculated with ωB97M-V/def2-TZVPD.

* molecular weight: 116.2 g/mol
* HOMO energy: -9.174 eV
* total charge: 0
* relative energy (zero: lowest compared OMol25 entry of this formula, charge and spin): 1.684 eV

Last column: natural (NBO) charge in e.
Element x y z (Å)
C  0.43  0.11  -0.56  -0.371
C  -0.48  0.95  0.38  -0.248
C  -1.81  0.74  -0.33  -0.082
C  -0.47  -1.01  0.00  0.085
C  -0.51  -0.27  1.33  -0.435
H  2.41  1.24  0.32  0.131
H  0.23  0.29  -1.63  0.223
H  -0.29  1.98  0.63  0.222
H  -2.69  0.89  0.37  0.182
H  -1.96  1.35  -1.22  0.187
H  -0.29  -2.08  -0.13  0.211
H  -1.32  -0.42  2.05  0.216
H  0.37  -0.45  1.95  0.229
O  -1.75  -0.68  -0.61  -0.527
S  2.16  -0.03  -0.15  -0.022


Record 4
Below is C29H20BrCl4CrN2O3 as an isolated structure, with properties calculated with ωB97M-V/def2-TZVPD.

* molecular weight: 718.2 g/mol
* HOMO energy (alpha / beta): -7.495 / -7.595 eV
* total charge: 0
* 2S+1: 4
* expectation value of S²: 3.804
* relative energy (zero: lowest compared OMol25 entry of this formula, charge and spin): 0.240 eV

Last column: Löwdin spin population.
Element x y z (Å)
Cr  -0.55  0.18  0.21  2.954
Cl  0.44  -3.92  -5.73  0.001
C  -0.01  -3.14  -4.25  0.005
C  -0.91  -3.78  -3.38  0.001
C  -1.27  -3.19  -2.21  0.001
Cl  -2.37  -3.99  -1.13  0.001
C  -0.77  -1.92  -1.81  0.004
O  -1.12  -1.41  -0.68  0.019
C  0.14  -1.30  -2.71  0.006
C  0.71  -0.02  -2.42  0.011
O  0.53  0.65  -1.40  0.004
C  0.50  -1.92  -3.92  0.002
H  -1.31  -4.75  -3.64  0.000
H  1.37  0.41  -3.18  -0.001
H  1.20  -1.42  -4.58  0.000
Cl  -3.19  3.26  -2.70  0.003
C  -1.98  3.65  -1.53  0.009
C  -1.54  4.97  -1.41  -0.003
C  -0.61  5.33  -0.48  0.009
Cl  -0.11  6.99  -0.34  0.002
C  -0.06  4.36  0.39  -0.001
C  0.85  4.62  1.43  0.014
C  1.26  3.60  2.24  -0.003
C  0.81  2.30  1.99  0.016
N  0.00  2.00  1.00  -0.013
C  -0.48  3.02  0.23  0.003
C  -1.49  2.63  -0.72  -0.002
O  -1.88  1.40  -0.75  0.025
H  -1.96  5.73  -2.06  0.000
H  1.21  5.63  1.58  0.001
H  1.94  3.77  3.07  -0.001
H  1.14  1.47  2.61  0.001
C  -2.25  -4.05  3.00  -0.001
C  -2.42  -2.56  2.89  -0.001
C  -3.38  -1.87  3.61  0.008
C  -3.50  -0.51  3.43  -0.002
C  -2.67  0.13  2.52  0.008
Br  -2.92  1.99  2.35  0.002
N  -1.74  -0.51  1.81  -0.003
C  -1.64  -1.83  2.02  0.009
H  -2.36  -4.38  4.04  0.000
H  -1.27  -4.36  2.65  0.000
H  -3.00  -4.57  2.40  0.000
H  -4.02  -2.39  4.31  0.000
H  -4.23  0.08  3.97  0.000
H  -0.89  -2.34  1.42  0.001
C  1.23  -0.81  0.96  -0.059
C  2.49  -0.64  0.19  -0.002
C  3.29  0.51  0.30  -0.010
C  4.42  0.68  -0.48  0.002
C  4.80  -0.29  -1.40  -0.012
C  4.03  -1.44  -1.51  0.002
C  2.90  -1.61  -0.73  -0.010
H  1.35  -0.49  2.00  0.001
H  0.97  -1.88  0.96  0.002
H  3.00  1.28  0.99  0.000
H  5.01  1.58  -0.38  0.000
H  5.69  -0.16  -2.01  -0.001
H  4.32  -2.22  -2.21  0.000
H  2.32  -2.52  -0.83  0.000


Record 5
Below is a 2-piece molecular cluster, C3H6O5 overall, with properties calculated with ωB97M-V/def2-TZVPD.

* molecular weight: 122.1 g/mol
* HOMO energy: -10.805 eV
* total charge: 0
* relative energy (zero: lowest compared OMol25 entry of this formula, charge and spin): 1.294 eV
* SMILES string: O=COCC(=O)O.O

Last column: natural (NBO) charge in e.
Element x y z (Å)
O  2.07  4.47  -0.35  -0.942
H  1.34  4.79  -0.93  0.471
H  1.92  4.94  0.50  0.471
O  -1.57  -0.28  -1.56  -0.574
O  -0.44  -3.66  -0.50  -0.526
O  1.32  -2.37  0.10  -0.684
O  -0.68  -0.24  0.46  -0.514
C  -1.05  0.32  -0.65  0.641
C  -0.01  -2.65  0.02  0.764
C  -0.91  -1.64  0.79  -0.202
H  1.54  -1.42  0.27  0.501
H  -0.78  1.39  -0.58  0.134
H  -0.76  -1.86  1.86  0.228
H  -1.99  -1.79  0.56  0.232


Record 6
Below is a 2-piece molecular cluster, C5H12NO2PS overall, with properties calculated with ωB97M-V/def2-TZVPD.

* molecular weight: 181.2 g/mol
* HOMO energy (alpha / beta): -3.843 / -9.450 eV
* total charge: 0
* 2S+1: 3
* expectation value of S²: 2.007
* relative energy (zero: lowest compared OMol25 entry of this formula, charge and spin): 1.320 eV

Last column: Löwdin spin population.
Element x y z (Å)
C  -0.91  1.68  -0.25  0.230
C  -0.27  0.74  0.77  0.074
C  0.21  -0.54  -1.18  0.151
C  -0.05  -1.90  -1.89  0.046
C  1.64  -0.09  -1.42  0.071
N  0.03  -0.56  0.25  0.035
O  -1.21  2.16  2.78  0.002
O  0.16  0.12  3.40  0.006
P  -0.90  0.72  2.42  0.014
S  -0.85  0.75  -1.80  1.155
H  -1.90  1.95  -0.07  0.021
H  -0.28  2.63  -0.49  0.046
H  1.05  1.37  0.95  0.075
H  0.59  -2.07  -2.74  0.006
H  -1.14  -1.92  -2.22  0.019
H  0.22  -2.57  -0.93  0.003
H  1.94  -0.08  -2.52  0.012
H  2.27  -0.85  -1.08  0.009
H  1.84  0.83  -0.84  0.015
H  -0.66  -1.24  0.62  0.002
H  0.09  -0.78  3.77  0.000
H  -1.88  -0.36  2.49  0.007